# C3H9O2S2

2 unconnected molecules or ions with the total composition C3H9O2S2 (wB97M-V/def2-TZVPD, the OMol25 dataset).

Computed properties:
Gap between HOMO and LUMO = 6.41 eV
Charge = -1
HOMO = -2.71 eV
Energy above the lowest of the compared OMol25 structures with the same formula, charge and spin = 99.6 kJ/mol

Geometry as XYZ:
```
16
Properties=species:S:1:pos:R:3:forces:R:3
C 0.404892 -0.468867 1.500528 -1.78 0.39 0.06
C -0.803487 -0.384221 2.550794 0.34 0.93 -0.32
O -2.055288 0.230683 2.032607 1.98 -0.75 1.83
C 0.485353 0.882746 0.663922 -1.29 -0.70 -0.26
S 1.647204 0.656903 -0.878658 -0.80 0.56 1.31
S 0.606678 -0.508427 -2.280867 0.21 0.40 0.39
H 1.393668 -0.831440 1.921905 -1.16 0.89 -0.10
H 0.025402 -1.304271 0.949972 0.43 -0.34 -1.43
H -0.403093 0.305648 3.277571 -0.51 0.24 0.82
H -1.042918 -1.366420 3.035175 0.34 0.69 -0.48
H -0.563959 1.280670 0.324937 2.00 -1.38 0.40
H 0.709790 1.680141 1.403055 1.04 -0.20 -0.71
H -1.074461 -0.291865 -1.145240 0.86 -0.88 0.50
H -2.448438 0.036599 -1.067324 -0.12 -0.61 1.04
H -2.219635 -0.261269 1.233498 -0.10 -0.10 -1.03
O -1.814589 -0.455852 -0.491683 -1.45 0.86 -2.03
```
Forces are in eV/Å.